A molecular structure, C27H44B4BrCaCl4F5LiO18PSSi, computed with wB97M-V/def2-TZVPD.

## Properties
HOMO-LUMO gap = 0.74 eV

Geometry as XYZ:
```
108
C27H44B4BrCaCl4F5LiO18PSSi | the OMol25 dataset | wB97M-V/def2-TZVPD
C 5.666 2.748 1.338
C 5.569 1.493 0.515
O 5.825 1.494 -0.657
O 5.207 0.347 1.182
C 5.642 -0.778 0.439
O 6.776 -1.145 0.478
C 4.560 -1.441 -0.382
B 3.294 -1.838 0.437
O 2.767 -1.154 1.519
B 1.403 -1.201 1.473
C 0.556 -0.944 2.776
C -0.948 -0.874 2.509
C -1.600 -2.255 2.258
C -2.427 -2.262 0.934
C -3.927 -2.099 1.278
C -4.704 -1.179 0.305
C -4.850 0.244 0.852
C -3.491 0.986 0.892
Si -3.433 2.744 0.187
C -4.023 4.034 1.441
C -4.534 2.824 -1.357
C -1.693 3.250 -0.341
C -1.268 2.972 -1.611
C -0.011 3.292 -2.024
C 0.819 3.913 -1.143
C 0.426 4.193 0.125
C -0.839 3.877 0.522
O 0.722 -1.506 0.263
B 1.397 -2.445 -0.505
P 0.876 -3.051 -2.278
C -0.934 -2.565 -2.528
O 1.685 -2.071 -3.329
O 2.538 -2.977 0.034
H 4.813 3.383 1.112
H 5.741 2.546 2.399
H 6.545 3.274 0.981
H 4.219 -0.753 -1.170
H 4.906 -2.327 -0.900
H 0.827 -1.720 3.494
H 0.875 0.025 3.167
H -1.432 -0.469 3.397
H -1.139 -0.199 1.683
H -0.814 -3.008 2.137
H -2.234 -2.547 3.087
H -2.062 -1.517 0.228
H -2.256 -3.268 0.477
H -4.002 -1.676 2.276
H -4.359 -3.097 1.281
H -5.704 -1.603 0.204
H -4.277 -1.184 -0.701
H -5.196 0.119 1.881
H -5.624 0.783 0.324
H -3.160 1.015 1.932
H -2.744 0.395 0.363
H -3.301 4.189 2.241
H -4.978 3.757 1.892
H -4.179 4.990 0.938
H -4.181 3.595 -2.038
H -5.557 3.010 -1.050
H -4.505 1.856 -1.859
H -1.942 2.494 -2.309
H 0.327 3.081 -3.025
H 1.814 4.189 -1.461
H 1.129 4.662 0.795
H -1.132 4.136 1.529
H -1.149 -2.573 -3.589
H -1.068 -1.574 -2.089
H -1.570 -3.292 -1.979
H 1.093 -1.393 -3.675
C 8.285 -2.407 -1.879
C 9.467 -3.250 -2.273
O 8.877 -4.206 -3.154
C 7.815 -3.605 -3.709
O 7.240 -4.005 -4.670
O 7.472 -2.472 -3.040
F 10.000 -3.904 -1.216
H 7.689 -2.843 -0.992
H 8.560 -1.381 -1.642
H 10.257 -2.698 -2.797
B 12.451 -1.147 -4.399
F 12.450 0.147 -4.942
F 13.762 -1.546 -4.111
F 11.685 -1.151 -3.202
F 11.863 -2.048 -5.308
Li -1.100 -3.633 -0.463
C 2.493 -3.248 -6.537
Cl 1.160 -4.343 -6.118
Cl 3.152 -3.644 -8.113
Cl 1.934 -1.568 -6.502
H 3.275 -3.363 -5.801
C -8.640 2.759 3.839
C -9.379 2.088 2.715
O -9.063 2.893 1.540
S -7.594 3.477 1.674
O -6.707 2.652 0.980
O -7.666 4.910 1.479
O -7.394 3.200 3.261
H -9.184 3.650 4.204
H -8.458 2.081 4.669
H -10.451 2.051 2.881
H -9.001 1.080 2.546
Ca -8.542 5.477 3.557
Br 7.007 -4.256 0.092
O -6.710 0.170 7.309
Cl -6.886 -0.350 5.986
O -7.835 0.513 5.268
O -7.418 -1.677 6.024
O -5.637 -0.328 5.265
```

8 unconnected molecules or ions with the total composition C27H44Br4O18, computed with wB97M-V/def2-TZVPD.

## Properties
HOMO-LUMO gap (alpha / beta) = 8.75 / 2.34 eV
multiplicity = 2
<S²> = 0.757
total charge = +1

Geometry as XYZ:
```
93
C27H44Br4O18 | the OMol25 dataset | wB97M-V/def2-TZVPD
C 16.169 24.020 -28.223
C 16.189 22.604 -27.681
C 15.414 21.515 -28.443
O 16.268 20.376 -28.326
C 17.456 20.745 -27.806
O 18.405 20.018 -27.598
O 17.467 22.103 -27.688
H 16.900 24.726 -27.831
H 15.233 24.539 -28.021
H 16.461 23.976 -29.272
H 15.903 22.748 -26.639
H 15.197 21.714 -29.492
H 14.431 21.261 -28.046
C 12.002 22.816 -20.476
C 12.450 23.584 -19.235
C 13.938 24.038 -19.291
O 13.849 25.332 -19.750
C 12.652 25.846 -19.494
O 12.344 26.956 -19.865
O 11.840 24.883 -19.135
H 10.916 22.808 -20.379
H 12.631 21.953 -20.694
H 12.252 23.512 -21.276
H 12.185 23.008 -18.348
H 14.459 23.424 -20.026
H 14.408 24.147 -18.314
C 18.927 23.486 -25.096
C 19.307 24.253 -23.807
C 18.227 24.680 -22.837
O 18.696 24.388 -21.590
C 19.775 23.615 -21.652
O 20.393 23.065 -20.668
O 20.084 23.473 -22.959
H 19.741 23.584 -25.814
H 18.086 23.962 -25.599
H 18.533 22.476 -24.988
H 19.853 25.126 -24.165
H 17.393 24.018 -23.069
H 18.000 25.725 -23.050
C 17.298 20.621 -21.758
C 16.245 19.715 -22.456
C 14.780 20.075 -22.272
O 14.437 20.350 -23.617
C 15.429 20.161 -24.525
O 15.309 20.208 -25.777
O 16.591 19.871 -23.829
H 17.196 20.554 -20.675
H 17.199 21.707 -21.750
H 18.324 20.313 -21.957
H 16.262 18.677 -22.122
H 14.660 20.913 -21.585
H 14.204 19.212 -21.940
C 16.667 16.039 -24.921
C 16.344 16.598 -26.331
C 17.545 16.364 -27.237
O 17.035 16.022 -28.451
C 15.781 15.531 -28.232
O 15.201 14.975 -29.154
O 15.394 15.728 -26.990
H 17.302 15.153 -24.924
H 15.813 15.843 -24.273
H 17.253 16.796 -24.398
H 15.972 17.621 -26.264
H 18.120 15.484 -26.949
H 18.162 17.262 -27.239
Br 10.897 19.882 -22.955
C 10.820 18.853 -24.698
C 11.798 19.407 -25.784
Br 11.695 18.516 -27.606
H 9.766 18.821 -24.974
H 11.196 17.852 -24.488
H 12.811 19.309 -25.393
H 11.694 20.467 -26.014
Br 17.008 13.906 -22.017
C 16.625 15.564 -21.030
C 15.147 15.563 -20.642
Br 14.883 17.492 -19.953
H 16.915 16.331 -21.747
H 17.234 15.643 -20.128
H 14.909 14.787 -19.915
H 14.501 15.365 -21.498
C 19.473 18.993 -24.537
O 19.540 18.175 -23.428
C 20.048 16.956 -23.401
O 20.444 16.332 -24.402
O 19.964 16.561 -22.129
C 20.617 15.368 -21.792
H 20.386 19.069 -25.128
H 19.286 20.017 -24.215
H 18.723 18.786 -25.300
H 21.185 14.740 -22.478
H 20.054 14.709 -21.131
H 21.459 15.746 -21.212
```

A molecular structure, C27H44BrCdNOP2, computed with wB97M-V/def2-TZVPD.

## Properties
HOMO-LUMO gap = 4.01 eV
total charge = +2
ΔE to the lowest compared entry with this formula, charge and spin = 19.59 kcal per mole

Geometry as XYZ:
```
77
C27H44BrCdNOP2 | the OMol25 dataset | wB97M-V/def2-TZVPD
C -0.699 5.428 -3.272
C -1.101 4.213 -3.868
C -1.204 4.164 -5.274
C -0.902 5.331 -6.001
N -0.521 6.468 -5.418
C -0.409 6.526 -4.092
C -1.382 3.102 -2.979
C -1.438 2.758 -1.738
C -1.575 2.648 -0.319
C -0.459 2.506 0.545
C -0.611 1.830 1.756
C -1.889 1.454 2.207
C -3.027 1.838 1.470
C -2.875 2.441 0.226
Cd -1.893 1.062 -2.869
P 2.000 -1.348 0.822
H -1.489 3.264 -5.824
H -0.604 5.510 -2.187
H -0.955 5.351 -7.094
H -0.069 7.470 -3.658
H -3.758 2.723 -0.362
H 0.523 2.885 0.252
H -4.027 1.626 1.845
H 0.269 1.535 2.325
C 2.116 -2.811 1.952
C 3.266 -3.783 1.724
H 1.153 -3.332 1.827
H 2.130 -2.399 2.974
H 3.263 -4.535 2.524
H 3.170 -4.314 0.768
H 4.248 -3.294 1.743
C 3.117 -1.723 -0.603
C 3.414 -0.475 -1.439
H 2.592 -2.478 -1.217
H 4.043 -2.180 -0.223
H 3.576 -0.768 -2.484
H 2.585 0.248 -1.408
H 4.318 0.049 -1.091
C 3.029 -0.126 1.752
C 4.477 -0.512 2.011
H 2.493 0.047 2.707
H 2.984 0.807 1.167
H 4.986 0.338 2.482
H 4.563 -1.364 2.696
H 5.024 -0.752 1.091
Br -2.108 0.354 3.680
P -2.350 -2.461 -1.433
C -0.528 -2.751 -1.211
C -0.241 -4.225 -1.492
H -0.202 -2.444 -0.201
H -0.002 -2.104 -1.925
H 0.827 -4.456 -1.364
H -0.823 -4.873 -0.818
H -0.514 -4.478 -2.529
C -2.826 -1.932 0.276
C -3.902 -2.911 0.759
H -3.226 -0.908 0.226
H -1.961 -1.910 0.961
H -4.118 -2.781 1.827
H -4.831 -2.766 0.192
H -3.591 -3.950 0.586
C -2.430 -0.984 -2.428
C -2.636 -1.294 -3.914
H -1.358 -0.668 -2.186
H -3.276 -0.425 -1.951
H -2.235 -0.513 -4.600
H -2.077 -2.206 -4.186
H -3.711 -1.420 -4.127
C 0.060 0.661 6.268
C 1.309 0.466 5.434
O 1.075 0.101 4.071
H -0.614 1.410 5.835
H 0.358 1.011 7.261
H -0.478 -0.286 6.398
H 1.907 1.387 5.420
H 1.930 -0.336 5.854
H 0.125 0.266 3.867
```